[1]
ORCA calculation (wB97M-V/def2-TZVPD) on a cluster of 2 separate species, C24H34N3O in total in a non-equilibrium geometry.

Bonds (Å) are listed after each position.
Geometry (Å):
1 O -0.514 6.226 1.532  C21 1.424, H55 0.987
2 N 0.686 3.693 1.950  C12 1.447, H39 1.013, H56 1.013
3 N 5.309 -2.415 -0.479  C14 1.402, C22 1.466, C25 1.477
4 N -4.718 -2.410 -0.735  C23 1.400, C26 1.465, C28 1.479
5 C -1.080 -1.886 -1.045  C13 1.412, C19 1.364, H47 1.074
6 C -5.781 -0.281 0.057  C8 1.533, C28 1.532, H46 1.097, H51 1.099
7 C -2.704 5.418 2.203  C21 1.523, H33 1.089, H48 1.090, H57 1.088
8 C -4.613 0.479 -0.583  C6 1.533, C24 1.499, H44 1.097, H54 1.098
9 C 5.248 0.452 -0.862  C11 1.536, C27 1.501, H38 1.096, H53 1.098
10 C 2.912 -2.424 -0.035  C14 1.402, C16 1.364, H59 1.075
11 C 6.451 -0.214 -0.177  C9 1.536, C25 1.532, H29 1.099, H49 1.097
12 C -0.612 4.013 2.502  N2 1.447, C21 1.532, H31 1.097, H61 1.094
13 C -0.945 -0.501 -0.802  C5 1.412, C18 1.413, C20 1.418
14 C 4.084 -1.738 -0.387  N3 1.402, C10 1.402, C27 1.417
15 C 2.764 0.251 -0.747  C17 1.414, C27 1.375, H62 1.075
16 C 1.698 -1.804 -0.076  C10 1.364, C17 1.413, H35 1.075
17 C 1.568 -0.470 -0.522  C15 1.414, C16 1.413, C20 1.417
18 C -2.141 0.242 -0.675  C13 1.413, C24 1.374, H42 1.076
19 C -2.299 -2.496 -1.036  C5 1.364, C23 1.402, H40 1.076
20 C 0.310 0.153 -0.715  C13 1.418, C17 1.417, H50 1.078
21 C -1.330 5.065 1.649  O1 1.424, C7 1.523, C12 1.532, H41 1.103
22 C 5.394 -3.855 -0.741  N3 1.466, H34 1.088, H37 1.087, H52 1.088
23 C -3.477 -1.768 -0.822  N4 1.400, C19 1.402, C24 1.416
24 C -3.376 -0.361 -0.687  C8 1.499, C18 1.374, C23 1.416
25 C 6.581 -1.677 -0.612  N3 1.477, C11 1.532, H45 1.095, H60 1.096
26 C -4.857 -3.867 -0.800  N4 1.465, H30 1.088, H36 1.087, H58 1.089
27 C 3.996 -0.353 -0.667  C9 1.501, C14 1.417, C15 1.375
28 C -5.981 -1.654 -0.591  N4 1.479, C6 1.532, H32 1.096, H43 1.095
29 H 7.377 0.342 -0.376  C11 1.099
30 H -5.703 -4.201 -0.203  C26 1.088
31 H -1.228 3.112 2.607  C12 1.097
32 H -6.687 -2.258 -0.010  C28 1.096
33 H -3.188 6.174 1.587  C7 1.089
34 H 5.878 -4.028 -1.701  C22 1.088
35 H 0.832 -2.324 0.293  C16 1.075
36 H -3.973 -4.363 -0.405  C26 1.087
37 H 4.409 -4.311 -0.789  C22 1.087
38 H 5.437 0.565 -1.935  C9 1.096
39 H 1.178 3.017 2.523  N2 1.013
40 H -2.356 -3.555 -1.218  C19 1.076
41 H -1.443 4.668 0.626  C21 1.103
42 H -2.078 1.308 -0.546  C18 1.076
43 H -6.421 -1.548 -1.588  C28 1.095
44 H -4.887 0.818 -1.589  C8 1.097
45 H 6.895 -1.736 -1.659  C25 1.095
46 H -5.586 -0.412 1.128  C6 1.097
47 H -0.209 -2.459 -1.304  C5 1.074
48 H -3.359 4.549 2.256  C7 1.090
49 H 6.309 -0.175 0.910  C11 1.097
50 H 0.310 1.225 -0.824  C20 1.078
51 H -6.703 0.315 -0.001  C6 1.099
52 H 5.971 -4.350 0.037  C22 1.088
53 H 5.091 1.468 -0.477  C9 1.098
54 H -4.384 1.392 -0.017  C8 1.098
55 H 0.424 5.949 1.400  O1 0.987
56 H 0.593 3.287 1.026  N2 1.013
57 H -2.612 5.828 3.207  C7 1.088
58 H -5.012 -4.182 -1.830  C26 1.089
59 H 2.980 -3.441 0.306  C10 1.075
60 H 7.346 -2.201 -0.027  C25 1.096
61 H -0.480 4.420 3.509  C12 1.094
62 H 2.703 1.291 -1.011  C15 1.075

Properties
Charge ... +1
Total energy ... -31951.6529 eV
Gap between HOMO and LUMO ... 5.84 eV
Energy relative to the best compared isomer or geometry (same formula, charge and spin) ... 0.000 eV



[2]
ORCA calculation (wB97M-V/def2-TZVPD) on an isolated molecule of C24H34N4O2.

Bonds (Å) are listed after each position.
Geometry (Å):
1 O -0.660 -0.554 1.885  C8 1.422, C14 1.356
2 O -5.455 1.485 -1.707  C28 1.219
3 N 3.848 -1.969 1.278  N4 1.328, C19 1.347, C22 1.445
4 N 3.618 -2.808 2.282  N3 1.328, C13 1.318
5 N 2.446 1.102 4.229  C10 1.444, C11 1.445, C29 1.454
6 N -4.073 0.803 -3.354  C9 1.449, C12 1.443, C28 1.356
7 C -2.221 1.737 -4.641  C12 1.532, C23 1.526, H32 1.091, H59 1.092
8 C -0.011 0.329 2.791  O1 1.422, C18 1.530, C27 1.527, H58 1.100
9 C -5.037 1.145 -4.380  N6 1.449, C17 1.528, H42 1.091, H43 1.096
10 C 1.926 1.891 3.137  N5 1.444, C18 1.536, H45 1.098, H63 1.092
11 C 1.410 0.318 4.862  N5 1.445, C27 1.536, H51 1.098, H57 1.091
12 C -2.753 0.527 -3.867  N6 1.443, C7 1.532, H38 1.090, H40 1.097
13 C 3.573 -2.070 3.373  N4 1.318, C15 1.406, H55 1.072
14 C -1.532 -0.082 0.960  O1 1.356, C20 1.399, C21 1.392
15 C 3.768 -0.710 3.078  C13 1.406, C19 1.381, C29 1.498
16 C -3.349 0.633 -1.043  C25 1.393, C28 1.495, C30 1.387
17 C -4.575 2.369 -5.169  C9 1.528, C23 1.526, H49 1.091, H53 1.092
18 C 1.116 1.099 2.100  C8 1.530, C10 1.536, H50 1.092, H62 1.090
19 C 3.947 -0.697 1.708  N3 1.347, C15 1.381, H34 1.073
20 C -2.023 -1.038 0.065  C14 1.399, C25 1.377, H60 1.079
21 C -1.977 1.233 0.849  C14 1.392, C30 1.384, H47 1.079
22 C 3.862 -2.442 -0.088  N3 1.445, C24 1.526, C26 1.529, H36 1.097
23 C -3.191 2.113 -5.758  C7 1.526, C17 1.526, H35 1.093, H39 1.091
24 C 4.837 -3.609 -0.215  C22 1.526, H54 1.086, H61 1.086, H64 1.088
25 C -2.917 -0.686 -0.921  C16 1.393, C20 1.377, H52 1.080
26 C 2.445 -2.853 -0.488  C22 1.529, H41 1.087, H44 1.088, H48 1.086
27 C 0.576 -0.541 3.901  C8 1.527, C11 1.536, H31 1.090, H56 1.091
28 C -4.381 1.026 -2.052  O2 1.219, N6 1.356, C16 1.495
29 C 3.730 0.451 4.024  N5 1.454, C15 1.498, H33 1.095, H37 1.095
30 C -2.886 1.575 -0.137  C16 1.387, C21 1.384, H46 1.080
31 H 1.193 -1.314 3.444  C27 1.090
32 H -1.237 1.501 -5.050  C7 1.091
33 H 4.068 0.113 5.009  C29 1.095
34 H 4.150 0.113 1.034  C19 1.073
35 H -3.247 1.295 -6.481  C23 1.093
36 H 4.196 -1.605 -0.713  C22 1.097
37 H 4.422 1.224 3.676  C29 1.095
38 H -2.080 0.283 -3.044  C12 1.090
39 H -2.833 3.001 -6.283  C23 1.091
40 H -2.814 -0.339 -4.539  C12 1.097
41 H 2.108 -3.659 0.158  C26 1.087
42 H -5.989 1.340 -3.883  C9 1.091
43 H -5.148 0.287 -5.052  C9 1.096
44 H 1.758 -2.015 -0.382  C26 1.088
45 H 1.272 2.656 3.576  C10 1.098
46 H -3.240 2.592 -0.206  C30 1.080
47 H -1.637 1.997 1.530  C21 1.079
48 H 2.427 -3.192 -1.520  C26 1.086
49 H -5.294 2.585 -5.960  C17 1.091
50 H 0.714 1.782 1.349  C18 1.092
51 H 0.740 1.023 5.371  C11 1.098
52 H -3.297 -1.440 -1.596  C25 1.080
53 H -4.536 3.229 -4.498  C17 1.092
54 H 4.538 -4.401 0.467  C24 1.086
55 H 3.410 -2.527 4.330  C13 1.072
56 H -0.231 -1.030 4.447  C27 1.091
57 H 1.870 -0.319 5.620  C11 1.091
58 H -0.738 1.029 3.227  C8 1.100
59 H -2.113 2.577 -3.952  C7 1.092
60 H -1.686 -2.057 0.175  C20 1.079
61 H 4.835 -3.991 -1.232  C24 1.086
62 H 1.756 0.376 1.593  C18 1.090
63 H 2.758 2.401 2.647  C10 1.092
64 H 5.845 -3.293 0.041  C24 1.088

Properties
Total energy ... -35495.6021 eV
SMILES string ... CC(C)n1cc(CN2CCC(Oc3ccc(C(=O)N4CCCCC4)cc3)CC2)cn1
Gap between HOMO and LUMO ... 8.88 eV
Energy relative to the best compared isomer or geometry (same formula, charge and spin) ... 2.347 eV



[3]
ORCA calculation (wB97M-V/def2-TZVPD) on an isolated molecule of C24H34N6O3 in a non-equilibrium geometry.

Bonds (Å) are listed after each position.
Geometry (Å):
1 O -5.735 -2.241 -0.188  C21 1.431, C26 1.334
2 O -7.022 -0.605 -1.028  C26 1.202
3 O -1.709 3.289 -1.089  C16 1.218
4 N 3.808 2.979 0.060  C12 1.345, C33 1.319
5 N 5.397 -0.649 -0.460  C18 1.436, C27 1.368, C30 1.363
6 N -3.100 2.030 0.134  C16 1.356, C29 1.450, C31 1.450
7 N 5.790 1.666 0.139  C30 1.335, C33 1.320
8 N 1.733 2.211 -0.581  C10 1.443, C11 1.440, C12 1.341
9 N 3.202 -0.560 -0.839  C20 1.376, C27 1.305
10 C 1.138 3.490 -0.279  N8 1.443, C22 1.530, H41 1.090, H64 1.093
11 C 0.767 1.170 -0.821  N8 1.440, C15 1.531, H50 1.090, H62 1.095
12 C 3.025 1.957 -0.328  N4 1.345, N8 1.341, C20 1.413
13 C 6.234 -3.610 0.296  C25 1.529, C32 1.529, H42 1.093, H45 1.093
14 C -0.770 2.247 0.872  C15 1.539, C16 1.526, C22 1.537, H53 1.094
15 C -0.069 0.946 0.441  C11 1.531, C14 1.539, H46 1.091, H55 1.093
16 C -1.885 2.579 -0.115  O3 1.218, N6 1.356, C14 1.526
17 C 4.263 -2.775 -1.118  C27 1.484, C32 1.533, H35 1.090, H44 1.094
18 C 6.726 -1.174 -0.310  N5 1.436, C25 1.529, H56 1.093, H60 1.097
19 C -4.736 0.422 1.009  C24 1.534, C31 1.530, H40 1.090, H49 1.091
20 C 3.640 0.695 -0.486  N9 1.376, C12 1.413, C30 1.404
21 C -6.830 -3.160 -0.228  O1 1.431, C28 1.522, H39 1.092, H47 1.095
22 C 0.261 3.382 0.970  C10 1.530, C14 1.537, H54 1.091, H61 1.093
23 C -4.697 1.022 -1.429  C24 1.535, C29 1.530, H36 1.091, H65 1.090
24 C -4.729 -0.134 -0.420  C19 1.534, C23 1.535, C26 1.519, H34 1.093
25 C 6.798 -2.267 0.757  C13 1.529, C18 1.529, H43 1.092, H58 1.092
26 C -5.969 -0.993 -0.599  O1 1.334, O2 1.202, C24 1.519
27 C 4.261 -1.323 -0.814  N5 1.368, N9 1.305, C17 1.484
28 C -7.704 -3.034 1.012  C21 1.522, H48 1.087, H59 1.086, H67 1.087
29 C -4.197 2.311 -0.773  N6 1.450, C23 1.530, H52 1.091, H66 1.094
30 C 5.021 0.642 -0.238  N5 1.363, N7 1.335, C20 1.404
31 C -3.435 1.186 1.265  N6 1.450, C19 1.530, H38 1.093, H63 1.099
32 C 4.721 -3.622 0.075  C13 1.529, C17 1.533, H37 1.092, H51 1.092
33 C 5.097 2.783 0.262  N4 1.319, N7 1.320, H57 1.083
34 H -3.855 -0.783 -0.531  C24 1.093
35 H 3.244 -3.046 -1.396  C17 1.090
36 H -5.705 1.186 -1.815  C23 1.091
37 H 4.214 -3.274 0.977  C32 1.092
38 H -2.637 0.457 1.429  C31 1.093
39 H -6.370 -4.148 -0.288  C21 1.092
40 H -5.604 1.069 1.138  C19 1.090
41 H 1.941 4.209 -0.120  C10 1.090
42 H 6.734 -3.910 -0.629  C13 1.093
43 H 7.846 -2.404 1.028  C25 1.092
44 H 4.915 -2.971 -1.975  C17 1.094
45 H 6.474 -4.360 1.054  C13 1.093
46 H -0.797 0.155 0.253  C15 1.091
47 H -7.421 -2.965 -1.129  C21 1.095
48 H -8.158 -2.047 1.047  C28 1.087
49 H -4.813 -0.393 1.731  C19 1.091
50 H 1.283 0.252 -1.102  C11 1.090
51 H 4.411 -4.655 -0.101  C32 1.092
52 H -3.823 3.004 -1.527  C29 1.091
53 H -1.208 2.112 1.865  C14 1.094
54 H -0.254 4.331 1.127  C22 1.091
55 H 0.593 0.616 1.246  C15 1.093
56 H 7.353 -0.324 -0.027  C18 1.093
57 H 5.657 3.655 0.573  C33 1.083
58 H 6.265 -1.928 1.648  C25 1.092
59 H -8.491 -3.782 0.979  C28 1.086
60 H 7.076 -1.568 -1.272  C18 1.097
61 H 0.901 3.190 1.834  C22 1.093
62 H 0.115 1.494 -1.639  C11 1.095
63 H -3.543 1.792 2.176  C31 1.099
64 H 0.521 3.796 -1.128  C10 1.093
65 H -4.050 0.760 -2.266  C23 1.090
66 H -5.002 2.802 -0.218  C29 1.094
67 H -7.109 -3.184 1.910  C28 1.087

Properties
Total energy ... -40525.7181 eV
SMILES string ... CCOC(=O)C1CCN(C(=O)C2CCN(c3ncnc4c3nc3n4CCCCC3)CC2)CC1
Gap between HOMO and LUMO ... 8.20 eV
Energy relative to the best compared isomer or geometry (same formula, charge and spin) ... 0.213 eV